Entry 1:
84
Properties=species:S:1:pos:R:3:lowdin_charge:R:1 method="wB97M-V/def2-TZVPD" charge=-1 e_homo_ev=-3.92 de_lowest_ev=0.000 orbital_gap_ev=5.995
Ca 0.15 -0.26 0.88 1.33
C -5.87 -0.48 -3.96 -0.07
C -4.56 -0.35 -3.21 -0.30
C -3.38 -0.65 -3.88 -0.08
C -2.13 -0.63 -3.28 -0.05
C -1.95 -0.32 -1.91 -0.25
N -0.69 -0.11 -1.41 -0.07
C 0.13 0.58 -2.27 -0.26
C -0.29 1.60 -3.19 -0.02
C 0.58 2.33 -3.98 -0.07
C 1.96 2.24 -3.76 -0.30
C 2.89 3.24 -4.44 -0.07
C 2.45 1.30 -2.87 -0.01
C 1.57 0.37 -2.29 -0.13
N 2.15 -0.83 -1.77 -0.07
C 1.62 -2.13 -1.71 -0.07
C 2.69 -3.00 -1.74 -0.10
C 3.85 -2.18 -1.78 -0.16
N 3.53 -0.90 -1.89 0.07
C -3.18 -0.09 -1.18 -0.10
C -4.46 -0.02 -1.85 0.02
N -3.25 -0.22 0.22 -0.05
C -4.41 -0.16 0.96 -0.07
C -4.16 -0.68 2.20 -0.05
C -2.78 -1.02 2.15 -0.15
N -2.19 -0.69 1.01 -0.01
H -5.73 -0.35 -5.03 0.06
H -6.58 0.31 -3.65 0.08
H -6.38 -1.44 -3.82 0.07
H -3.48 -0.86 -4.96 0.11
H -1.21 -0.85 -3.84 0.12
H -1.38 1.75 -3.35 0.12
H 0.22 3.00 -4.71 0.08
H 2.24 3.91 -5.05 0.07
H 3.61 2.75 -5.11 0.07
H 3.41 3.88 -3.74 0.07
H 3.51 1.19 -2.65 0.10
H 0.55 -2.24 -1.71 0.09
H 2.57 -4.07 -1.82 0.09
H 4.89 -2.46 -1.64 0.10
H -5.33 0.26 -1.21 0.10
H -5.33 0.18 0.57 0.10
H -4.89 -0.77 3.00 0.09
H -2.19 -1.42 2.94 0.10
O 3.92 -1.45 3.38 -0.05
C 3.21 -1.04 2.43 -0.54
N 2.42 -1.72 1.59 -0.01
C 2.49 -3.13 1.72 -0.22
C 1.23 -3.98 1.44 -0.23
C 1.29 -5.39 1.69 -0.03
C 0.20 -6.16 1.32 -0.08
C -0.88 -5.54 0.67 -0.09
C -0.89 -4.16 0.60 -0.16
N 0.18 -3.40 0.87 0.09
C 3.27 0.42 2.26 -0.21
C 4.24 1.16 3.00 0.00
C 4.37 2.50 2.69 -0.08
C 3.63 3.05 1.61 -0.07
C 2.63 2.27 1.03 -0.14
N 2.45 1.02 1.41 0.05
H 2.77 -3.36 2.78 0.12
H 3.30 -3.55 1.09 0.12
H 2.21 -5.84 1.97 0.10
H 0.17 -7.22 1.58 0.10
H -1.76 -6.08 0.32 0.09
H -1.79 -3.63 0.24 0.11
H 4.89 0.62 3.71 0.12
H 5.12 3.14 3.19 0.10
H 3.84 4.05 1.22 0.09
H 1.88 2.65 0.33 0.11
Cl -1.47 5.80 5.47 0.62
C -1.37 4.59 4.23 -0.68
C -1.57 4.90 2.88 -0.14
C -1.35 3.97 1.86 -0.63
Cl -1.59 4.55 0.29 0.72
C -0.86 2.65 2.13 -0.33
O -0.59 1.84 1.14 -0.25
C -0.72 2.32 3.57 -0.13
C -0.20 1.07 3.97 -0.17
O 0.18 0.08 3.26 -0.13
C -0.91 3.31 4.56 -0.07
H -1.98 5.88 2.60 0.10
H 0.04 1.01 5.06 0.13
H -0.76 3.12 5.59 0.09

Entry 2:
89
Properties=species:S:1:pos:R:3:lowdin_charge:R:1 method="wB97M-V/def2-TZVPD" spin_multiplicity=2 charge=-2 e_homo_ev="-2.95 / -2.96" de_lowest_ev=0.000 orbital_gap_ev="6.756 / 6.348"
Sc 1.00 -0.73 -0.36 0.93
C -2.45 -3.80 0.20 -0.05
C -1.08 -3.19 0.29 -0.27
N -0.91 -1.91 0.28 -0.02
N -2.02 -1.07 0.32 -0.11
C -2.65 -0.97 1.45 -1.13
S -2.48 -1.85 2.90 0.54
S -3.80 0.42 1.29 0.86
C -4.95 0.20 2.68 -0.49
C -4.77 1.18 3.81 -0.29
C -5.58 2.31 3.92 -0.06
C -5.45 3.19 4.99 -0.11
C -4.50 2.95 5.97 -0.13
C -3.68 1.83 5.86 -0.11
C -3.81 0.96 4.79 -0.05
C 0.06 -4.11 0.40 -0.09
C -0.18 -5.49 0.48 -0.05
C 0.83 -6.41 0.71 -0.12
C 2.13 -5.95 0.88 -0.11
C 2.41 -4.61 0.81 -0.02
C 1.40 -3.65 0.55 -0.34
O 1.73 -2.40 0.46 -0.18
H -2.70 -4.32 1.13 0.07
H -2.48 -4.51 -0.63 0.08
H -3.20 -3.04 0.03 0.06
H -4.77 -0.82 3.03 0.02
H -5.96 0.28 2.28 0.06
H -6.34 2.49 3.16 0.11
H -6.09 4.06 5.05 0.09
H -4.39 3.63 6.80 0.09
H -2.93 1.64 6.62 0.10
H -3.16 0.09 4.69 0.06
H -1.19 -5.86 0.37 0.09
H 0.59 -7.46 0.76 0.08
H 2.94 -6.65 1.06 0.09
H 3.42 -4.22 0.92 0.11
C -1.47 3.71 3.90 -0.04
C -0.92 2.68 2.96 -0.28
C -0.47 1.45 3.42 -0.03
C 0.00 0.51 2.50 -0.13
N 0.03 0.75 1.20 -0.01
C -0.40 1.93 0.75 -0.12
C -0.87 2.91 1.59 -0.03
H -1.11 3.57 4.92 0.08
H -2.56 3.64 3.93 0.07
H -1.21 4.72 3.57 0.08
H -0.49 1.20 4.47 0.11
H 0.33 -0.46 2.83 0.11
H -0.36 2.06 -0.33 0.10
H -1.22 3.85 1.18 0.11
F 0.52 -2.34 -2.18 -0.19
P 1.83 -2.34 -3.20 0.18
F 2.48 -1.21 -2.19 -0.19
F 1.14 -1.16 -4.05 -0.14
F 2.49 -3.50 -2.32 -0.12
F 1.10 -3.44 -4.13 -0.15
F 3.12 -2.28 -4.14 -0.14
F 0.22 0.44 -1.65 -0.41
C -2.17 -0.80 -2.83 0.12
C -2.93 -1.96 -2.90 -0.29
C -2.41 -3.15 -3.49 -0.01
C -3.18 -4.28 -3.57 -0.04
C -4.49 -4.29 -3.07 -0.25
C -5.01 -3.14 -2.45 -0.05
C -4.24 -2.01 -2.36 -0.04
C -5.30 -5.46 -3.18 -0.21
N -5.96 -6.40 -3.28 0.11
H -2.56 0.08 -2.34 0.07
H -1.15 -0.75 -3.21 0.05
H -1.39 -3.15 -3.86 0.10
H -2.78 -5.18 -4.02 0.11
H -6.00 -3.17 -2.03 0.11
H -4.62 -1.13 -1.85 0.11
F 4.86 6.44 4.65 0.12
C 5.74 5.73 3.92 -0.58
F 6.35 6.62 3.10 0.11
F 6.71 5.32 4.78 0.11
C 5.11 4.60 3.18 -0.16
C 3.75 4.36 3.26 -0.02
C 3.19 3.32 2.54 -0.01
C 3.97 2.50 1.71 -0.25
C 5.35 2.76 1.66 -0.02
C 5.91 3.79 2.38 -0.03
C 3.36 1.46 0.96 -0.15
C 2.74 0.57 0.39 -0.03
H 3.12 4.99 3.88 0.11
H 2.12 3.13 2.59 0.10
H 5.97 2.13 1.03 0.11
H 6.98 3.98 2.32 0.12

Entry 3:
83
Properties=species:S:1:pos:R:3:lowdin_charge:R:1 method="wB97M-V/def2-TZVPD" spin_multiplicity=3 charge=0 e_homo_ev="-8.08 / -8.21" de_lowest_ev=0.000 orbital_gap_ev="7.576 / 7.775"
V -0.75 0.72 0.99 1.11
C 0.76 -1.53 -2.45 -0.01
C 0.04 -2.69 -1.86 -0.24
C -0.85 -3.43 -2.51 -0.02
C -2.73 -3.92 -0.86 -0.15
C -2.53 -4.12 0.62 -0.01
C -1.67 -3.39 1.32 -0.18
C -1.51 -3.55 2.80 -0.02
C -0.83 -2.34 0.54 -0.22
N -0.27 -1.27 1.35 0.03
C 0.73 -1.53 2.22 -0.50
O 1.29 -2.60 2.42 0.05
C 1.25 -0.28 2.89 -0.17
C 2.30 -0.23 3.81 0.03
C 2.80 1.02 4.15 -0.02
C 2.34 2.17 3.53 0.03
C 1.32 2.04 2.60 -0.16
N 0.76 0.85 2.40 0.05
C 0.84 3.11 1.63 -0.49
O 1.36 4.21 1.66 0.07
N -0.10 2.64 0.77 -0.02
C -0.81 3.55 -0.04 -0.19
C -1.52 4.61 0.55 -0.19
C -1.55 4.81 2.04 -0.03
C -2.25 5.47 -0.26 -0.04
C -2.33 5.27 -1.63 -0.08
C -1.69 4.18 -2.19 -0.06
C -0.93 3.31 -1.42 -0.21
C -0.29 2.13 -2.11 -0.06
H 0.48 -1.38 -3.50 0.09
H 1.85 -1.66 -2.41 0.08
H 0.54 -0.61 -1.91 0.05
H -1.11 -3.22 -3.54 0.12
H -3.67 -4.39 -1.17 0.14
H -3.11 -4.88 1.12 0.12
H -2.28 -4.23 3.17 0.08
H -1.63 -2.59 3.31 0.09
H -0.53 -3.93 3.06 0.08
H 2.70 -1.15 4.20 0.12
H 3.60 1.09 4.88 0.11
H 2.77 3.15 3.70 0.13
H -1.59 3.85 2.55 0.08
H -2.45 5.37 2.31 0.08
H -0.67 5.35 2.39 0.08
H -2.79 6.28 0.20 0.11
H -2.92 5.93 -2.24 0.10
H -1.78 3.99 -3.26 0.11
H -1.01 1.64 -2.76 0.09
H 0.10 1.39 -1.42 0.01
H 0.55 2.45 -2.74 0.09
O -4.21 2.32 0.15 0.12
C -3.34 1.51 0.34 -0.54
O -2.50 1.49 1.35 -0.12
C -3.16 0.27 -0.52 -0.15
C -4.12 -0.37 -1.26 0.04
C -3.95 -1.74 -1.53 0.04
C -2.88 -2.42 -0.99 -0.11
C -1.56 -4.53 -1.76 -0.20
C -0.55 -5.26 -0.91 -0.05
C 0.33 -4.53 -0.24 -0.03
C 0.28 -3.04 -0.40 -0.13
C -1.91 -1.67 -0.31 -0.13
N -2.03 -0.38 -0.18 0.07
H -5.03 0.15 -1.53 0.13
H -4.72 -2.28 -2.07 0.12
H -2.03 -5.22 -2.47 0.13
H -0.60 -6.34 -0.82 0.11
H 1.05 -4.96 0.45 0.12
H 1.23 -2.61 -0.07 0.11
F 6.36 1.63 -2.63 0.15
C 5.97 0.46 -2.11 -0.59
F 6.95 0.03 -1.30 0.15
F 5.89 -0.42 -3.12 0.15
C 4.66 0.56 -1.38 -0.10
C 3.88 1.71 -1.45 0.04
C 2.67 1.72 -0.77 -0.10
N 2.22 0.68 -0.06 0.09
C 2.99 -0.41 0.00 -0.11
C 4.21 -0.52 -0.63 0.02
H 4.21 2.58 -2.00 0.13
H 2.04 2.60 -0.78 0.11
H 2.63 -1.22 0.62 0.10
H 4.80 -1.42 -0.54 0.13

Among the records above, which one has the lowest charge? C39H31F10N4OPS2Sc

Look up the charge of the second one. -2